Record 1
Density functional theory data (ωB97M-V/def2-TZVPD) for a 2-piece molecular cluster, C5H11NO overall.

XYZ file:
```
18
Properties=species:S:1:pos:R:3:mulliken_spin:R:1
C 1.355 -2.071 -1.306 0.115
N 1.325 -1.284 -0.101 -0.043
C 0.850 0.076 -0.182 0.560
C -0.366 0.420 -0.759 -0.052
C -1.211 1.533 -0.519 0.094
C -2.025 2.118 -1.478 0.394
H 1.468 -3.133 -1.065 -0.032
H 0.505 -1.844 -1.934 0.028
H 2.245 -1.885 -1.918 -0.039
H 2.214 -1.300 0.370 -0.041
H 1.327 0.760 0.505 0.000
H -0.718 -0.220 -1.572 0.031
H -1.103 2.010 0.464 -0.029
H -2.843 2.791 -1.222 0.005
H -1.947 1.767 -2.504 -0.003
H 0.127 -0.129 2.620 0.008
H -0.688 -1.029 3.536 -0.001
O -0.127 -0.246 3.549 0.007
```

## Properties
E_LUMO (alpha / beta): 3.98 / 3.83 eV
Expectation value of S²: 0.773
Spin multiplicity: 2
Net charge: -1

Record 2
Density functional theory data (ωB97M-V/def2-TZVPD) for C9H14AgFIN3O6 as an isolated structure.

XYZ file:
```
35
Properties=species:S:1:pos:R:3:mulliken_spin:R:1
Ag 16.365 -7.123 6.428 0.018
I 18.569 -6.644 8.294 0.983
C 16.597 -3.077 4.547 0.000
N 17.067 -4.447 4.207 0.003
O 17.331 -4.681 3.062 0.000
O 17.176 -5.259 5.123 -0.004
H 16.210 -2.644 3.633 0.000
H 17.476 -2.524 4.873 0.000
H 15.861 -3.144 5.336 0.000
C 19.782 -8.339 3.416 0.001
N 18.792 -8.837 4.425 -0.004
O 18.174 -8.002 5.077 -0.006
O 18.636 -10.024 4.534 0.004
H 19.517 -7.314 3.175 -0.001
H 19.638 -8.952 2.531 0.000
H 20.773 -8.414 3.846 0.000
C 14.825 -6.703 10.895 0.007
N 14.421 -6.285 9.524 -0.003
O 13.475 -5.564 9.408 0.002
O 15.116 -6.684 8.583 0.005
H 15.644 -6.025 11.149 -0.001
H 15.222 -7.707 10.838 -0.003
H 13.984 -6.512 11.545 -0.001
F 15.822 -7.762 3.592 0.000
C 16.172 -8.298 2.396 0.000
C 16.338 -9.661 2.292 0.000
C 16.667 -10.207 1.063 0.000
C 16.801 -9.392 -0.051 0.000
C 16.627 -8.026 0.065 0.000
C 16.312 -7.474 1.304 0.000
H 16.265 -10.303 3.163 0.000
H 16.866 -11.265 0.980 0.000
H 17.025 -9.878 -0.992 0.000
H 16.726 -7.365 -0.784 0.000
H 16.207 -6.400 1.398 0.000
```

## Properties
E_LUMO (alpha / beta): -3.37 / -6.66 eV
Expectation value of S²: 0.753
Spin multiplicity: 2
Net charge: +1

Record 3
Density functional theory data (ωB97M-V/def2-TZVPD) for C5H7N3O as an isolated structure.

XYZ file:
```
16
Properties=species:S:1:pos:R:3:lowdin_charge:R:1
C 3.039 0.245 0.096 -0.269
C -0.479 -0.158 0.141 -0.325
C -1.426 -1.234 0.326 -0.041
C -2.508 0.632 -0.287 -0.124
C -1.140 1.075 -0.071 -0.022
H 1.828 -1.344 -0.775 0.173
H 3.642 1.067 0.426 0.076
H 1.462 1.556 0.885 0.196
H -1.512 -1.922 -0.547 0.163
H -1.521 -1.714 1.264 0.128
H -3.613 1.056 -0.500 0.178
H -0.619 2.043 -0.661 0.172
N 3.094 -1.059 -0.379 -0.064
N 1.678 0.677 0.212 -0.124
N 0.813 -0.295 -0.111 -0.045
O -2.737 -0.628 -0.019 -0.074
```

## Properties
E_LUMO: 0.01 eV
Net charge: 0

Record 4
Density functional theory data (ωB97M-V/def2-TZVPD) for a 2-piece molecular cluster, C3H8O overall.

XYZ file:
```
12
Properties=species:S:1:pos:R:3:lowdin_charge:R:1
C 2.230 -0.697 1.315 -0.070
C 1.487 0.248 0.771 -0.078
H 1.857 -1.703 1.366 0.046
H 3.215 -0.443 1.702 0.051
H 0.503 -0.036 0.402 0.023
H 1.787 1.276 0.680 0.047
C -2.142 0.406 -0.883 -0.155
O -1.445 -0.508 -1.743 -0.135
H -1.464 1.135 -0.455 0.064
H -2.897 0.903 -1.488 0.074
H -2.634 -0.158 -0.080 0.079
H -0.497 -0.424 -1.587 0.053
```

## Properties
E_LUMO: 1.00 eV
SMILES: C=C.CO
Net charge: 0

Record 5
Density functional theory data (ωB97M-V/def2-TZVPD) for an isolated ion of composition C5H7N2 and charge +1.

XYZ file:
```
14
Properties=species:S:1:pos:R:3:lowdin_charge:R:1
C 0.375 0.383 -2.123 -0.066
C -1.154 1.824 -1.071 -0.320
C 0.799 -0.073 -0.924 0.147
C 1.284 -0.545 0.171 -0.038
C 0.653 -1.628 1.158 0.010
N -0.680 1.130 -2.105 0.183
N -2.075 1.515 -0.284 0.189
H 0.944 0.280 -3.017 0.139
H -0.871 2.882 -1.398 0.196
H 2.243 -0.018 0.351 0.173
H -0.360 -1.879 0.779 0.095
H 0.702 -1.088 2.147 0.107
H 1.485 -2.430 0.972 0.133
H -2.258 2.210 0.374 0.051
```

## Properties
E_LUMO (alpha / beta): -7.42 / -7.42 eV
Net charge: +1

Record 6
Density functional theory data (ωB97M-V/def2-TZVPD) for C4H9AlBBr3FNO6S as an isolated structure.

XYZ file:
```
27
Properties=species:S:1:pos:R:3:lowdin_charge:R:1
C 3.925 0.534 0.166 -0.185
O 2.681 0.163 0.726 -0.302
C 1.767 -0.224 -0.334 -0.257
Al 0.089 -1.218 0.341 0.450
B -1.425 0.086 0.981 -0.586
N -1.092 1.457 1.543 -0.003
O -2.805 -0.232 0.942 -0.024
C -0.651 -2.210 -1.287 -0.755
O -1.710 -1.826 -1.863 -0.194
O 0.019 -3.200 -1.721 -0.180
S 0.849 -2.646 2.028 0.601
O -0.198 -3.467 2.612 -0.401
O 1.954 -3.422 1.496 -0.392
F 1.568 -1.698 3.233 -0.337
H 4.658 0.597 0.997 0.074
H 3.862 1.509 -0.375 0.075
H 4.297 -0.238 -0.548 0.078
H 1.430 0.650 -0.946 0.061
H 2.306 -0.978 -0.957 0.064
H -0.313 1.335 2.193 0.037
H -0.681 1.981 0.763 0.013
H -3.144 -0.176 0.034 0.004
C -3.583 2.713 -2.029 -1.614
Br -2.160 3.384 -3.158 0.529
Br -3.998 0.871 -2.430 0.633
Br -3.181 2.959 -0.156 0.657
H -4.465 3.299 -2.251 -0.046
```

## Properties
E_LUMO: 3.94 eV
Net charge: -2

Record 7
Density functional theory data (ωB97M-V/def2-TZVPD) for C6H6Cl2OSi as an isolated structure.

XYZ file:
```
16
Properties=species:S:1:pos:R:3:mulliken_spin:R:1
C 1.687 -0.024 -0.589 0.450
C 1.218 -0.003 0.727 0.559
C 0.817 -0.167 -1.630 -0.104
C -0.108 -0.146 1.000 -0.092
C -0.525 -0.329 -1.377 0.564
C -0.977 -0.261 -0.062 0.575
O -3.570 -0.736 1.705 0.004
Si -3.440 -0.213 0.192 -0.041
Cl -4.117 1.702 0.205 0.001
Cl -4.344 -1.040 -1.447 -0.004
H 2.741 0.174 -0.906 0.010
H 2.064 0.150 1.542 0.021
H 1.429 -0.109 -2.536 0.004
H -0.456 -0.102 2.093 0.006
H -1.306 -0.406 -2.106 0.050
H -4.329 -0.852 2.381 -0.002
```

## Properties
E_LUMO (alpha / beta): 0.09 / -2.63 eV
Expectation value of S²: 2.055
Spin multiplicity: 3
Net charge: 0

Record 8
Density functional theory data (ωB97M-V/def2-TZVPD) for C14H11ClN4O3S as an isolated structure.

XYZ file:
```
34
Properties=species:S:1:pos:R:3:lowdin_charge:R:1
C 2.185 -1.919 1.014 -0.102
C 2.399 -1.822 -0.504 -0.723
Cl 2.633 -3.465 -1.206 0.588
C 1.215 -1.139 -1.185 -0.177
C 0.883 0.217 -0.612 -0.098
C -0.363 0.567 -0.175 -0.043
C -1.481 -0.429 -0.215 -0.263
C -2.472 -0.266 -1.166 0.000
C -3.501 -1.188 -1.196 -0.053
C -3.495 -2.222 -0.278 -0.062
C -2.457 -2.279 0.629 -0.128
N -1.439 -1.419 0.678 0.137
C -0.632 1.884 0.330 -0.178
O -1.922 2.166 0.725 0.064
C 0.325 2.841 0.429 -0.188
O 0.071 4.097 0.904 -0.019
N -0.121 4.079 2.352 0.031
O -1.040 4.709 2.640 0.115
C 1.640 2.490 0.004 -0.288
N 2.682 3.309 0.058 -0.201
S 3.932 2.469 -0.525 1.034
N 3.205 1.083 -0.876 -0.224
C 1.928 1.197 -0.524 -0.293
H 2.623 -1.045 1.490 0.080
H 2.632 -2.832 1.393 0.060
H 1.115 -1.943 1.212 0.061
H 3.314 -1.292 -0.725 0.066
H 0.355 -1.800 -1.174 0.103
H 1.475 -0.996 -2.238 0.126
H -2.492 0.544 -1.879 0.128
H -4.310 -1.126 -1.909 0.110
H -4.286 -2.955 -0.274 0.103
H -2.456 -3.080 1.359 0.109
H -2.146 1.565 1.445 0.125
```

## Properties
E_LUMO: -0.78 eV
Net charge: 0

Record 9
Density functional theory data (ωB97M-V/def2-TZVPD) for C27H42N8O4STm as an isolated structure.

XYZ file:
```
83
Properties=species:S:1:pos:R:3:mulliken_spin:R:1
Tm 0.757 -0.441 0.763 2.016
C 2.464 1.998 5.345 0.000
C 1.296 1.622 4.415 0.000
C 0.272 2.749 4.376 0.000
C 1.879 1.248 3.074 -0.001
C 2.587 0.050 2.932 -0.005
C 3.326 -0.228 1.781 0.009
C 3.353 0.667 0.708 -0.009
C 4.387 0.519 -0.372 0.000
C 2.531 1.802 0.794 0.001
C 1.825 2.095 1.960 -0.001
H 2.085 2.224 6.340 0.000
H 2.977 2.886 4.970 0.000
H 3.194 1.194 5.437 0.000
H 0.831 0.718 4.824 0.000
H 0.742 3.701 4.120 0.000
H -0.160 2.877 5.368 0.000
H -0.538 2.561 3.672 0.000
H 2.638 -0.640 3.767 0.000
H 3.966 -1.103 1.759 0.001
H 4.224 1.220 -1.188 0.000
H 4.438 -0.498 -0.761 0.000
H 5.367 0.751 0.050 0.000
H 2.554 2.535 -0.006 0.000
H 1.265 3.019 2.017 0.000
C 2.315 -0.828 -4.393 0.000
C 2.478 -0.596 -2.876 0.001
N 1.162 -0.521 -2.206 -0.004
C 0.490 0.712 -2.674 0.001
C 0.494 0.807 -4.215 0.000
N 0.883 -0.543 -4.741 0.000
C -0.004 -1.592 -4.132 0.000
C 0.378 -1.702 -2.646 0.001
H 2.519 -1.854 -4.693 0.000
H 2.939 -0.161 -4.984 0.000
H 3.011 0.332 -2.693 0.000
H 3.048 -1.412 -2.439 0.000
H 1.009 1.576 -2.259 0.000
H -0.530 0.708 -2.298 0.000
H 1.215 1.525 -4.600 0.000
H -0.488 1.047 -4.618 0.000
H 0.775 -0.554 -5.756 0.000
H 0.156 -2.522 -4.673 0.000
H -1.033 -1.270 -4.285 0.000
H 0.996 -2.583 -2.476 0.000
H -0.525 -1.805 -2.053 0.000
C -6.476 3.355 -1.836 0.000
C -5.485 2.299 -1.452 0.000
C -4.115 2.578 -1.444 0.000
C -3.191 1.623 -1.066 0.000
C -3.644 0.363 -0.682 0.000
C -5.007 0.057 -0.678 0.000
C -5.911 1.027 -1.062 0.000
S -2.556 -0.919 -0.286 -0.001
O -2.573 -2.037 -1.182 0.000
O -1.195 -0.291 -0.212 -0.003
N -3.045 -1.464 1.136 0.000
C -3.294 -0.664 2.345 0.000
C -2.176 -0.825 3.388 0.000
C -0.901 -0.572 2.656 -0.004
O -0.131 -1.555 2.338 0.000
O -0.634 0.558 2.177 -0.001
H -6.064 4.033 -2.581 0.000
H -6.744 3.949 -0.960 0.000
H -7.391 2.915 -2.228 0.000
H -3.777 3.566 -1.728 0.000
H -2.139 1.868 -1.027 0.000
H -5.355 -0.925 -0.388 0.000
H -6.968 0.795 -1.061 0.000
H -3.084 -2.475 1.176 0.000
H -4.252 -0.971 2.761 0.000
H -3.382 0.378 2.041 0.000
H -2.170 -1.823 3.819 0.000
H -2.315 -0.086 4.177 0.000
N 3.868 -4.930 -0.860 0.000
N 2.968 -4.188 -0.144 0.000
N 2.270 -4.718 0.832 0.000
C 1.465 -3.719 1.158 0.000
N 1.683 -2.644 0.389 0.000
N 2.667 -2.970 -0.454 0.000
H 4.120 -5.748 -0.315 0.000
H 4.659 -4.357 -1.129 0.000
H 0.730 -3.770 1.943 0.000
```

## Properties
E_LUMO (alpha / beta): -7.52 / -7.55 eV
Expectation value of S²: 2.002
Spin multiplicity: 3
Net charge: +3

Record 10
Density functional theory data (ωB97M-V/def2-TZVPD) for a 3-piece molecular cluster, C13H38N6O5P3 overall.

XYZ file:
```
65
Properties=species:S:1:pos:R:3:lowdin_charge:R:1
O 2.765 -2.414 1.839 -0.520
P 2.294 -1.072 1.389 0.703
C 0.412 -0.982 1.417 -0.871
O -0.068 0.171 1.493 -0.133
O -0.185 -2.062 1.326 -0.078
H 2.652 -0.801 0.043 -0.019
H 2.848 -0.081 2.229 -0.013
O -3.918 -0.167 6.403 -0.307
P -4.554 -0.066 5.051 0.664
N -3.197 0.124 4.040 -0.289
C -3.204 0.655 2.687 -0.120
C -2.176 -0.926 4.145 -0.116
N -5.370 1.450 5.288 -0.336
C -5.162 2.583 4.410 -0.151
C -5.504 1.905 6.663 -0.156
N -5.671 -0.490 3.779 -0.275
C -7.107 -0.334 4.094 -0.137
C -5.494 -1.910 3.383 -0.130
H -3.629 -0.039 1.950 0.083
H -2.181 0.859 2.368 0.067
H -3.729 1.602 2.600 0.045
H -2.426 -1.812 3.549 0.072
H -2.044 -1.241 5.180 0.068
H -1.214 -0.555 3.792 0.073
H -4.132 2.960 4.448 0.087
H -5.832 3.401 4.691 0.072
H -5.426 2.341 3.380 0.066
H -4.579 2.359 7.043 0.082
H -5.776 1.087 7.324 0.065
H -6.303 2.651 6.729 0.072
H -7.392 -0.851 5.015 0.083
H -7.703 -0.739 3.273 0.074
H -7.384 0.711 4.187 0.065
H -5.673 -2.595 4.218 0.082
H -4.486 -2.087 3.007 0.064
H -6.179 -2.164 2.575 0.077
O 3.158 1.410 -3.388 -0.287
P 3.816 0.524 -4.393 0.667
N 3.613 -1.014 -3.659 -0.294
C 4.372 -2.209 -3.966 -0.135
C 2.234 -1.375 -3.328 -0.133
N 5.441 1.084 -4.195 -0.335
C 6.531 0.193 -3.852 -0.148
C 5.606 2.359 -3.507 -0.145
N 4.191 -0.091 -5.980 -0.278
C 4.886 0.847 -6.891 -0.132
C 2.952 -0.499 -6.690 -0.132
H 4.105 -2.662 -4.933 0.077
H 4.180 -2.959 -3.197 0.087
H 5.444 -2.046 -3.953 0.045
H 1.687 -1.769 -4.198 0.066
H 1.674 -0.521 -2.949 0.075
H 2.209 -2.134 -2.545 0.083
H 6.408 -0.258 -2.858 0.089
H 7.478 0.740 -3.859 0.075
H 6.653 -0.593 -4.600 0.065
H 5.522 2.257 -2.419 0.086
H 4.867 3.082 -3.839 0.068
H 6.591 2.776 -3.738 0.074
H 4.363 1.803 -6.982 0.085
H 4.959 0.397 -7.883 0.076
H 5.902 1.039 -6.565 0.067
H 2.257 0.336 -6.817 0.085
H 2.435 -1.292 -6.148 0.058
H 3.196 -0.899 -7.674 0.078
```

## Properties
E_LUMO: 2.13 eV
Net charge: -1

Record 11
Density functional theory data (ωB97M-V/def2-TZVPD) for C24H17Cl2N3O6V as an isolated structure.

XYZ file:
```
53
Properties=species:S:1:pos:R:3:mulliken_spin:R:1
V -0.726 -0.291 -0.797 2.996
O -4.123 4.763 1.363 0.000
C -4.063 3.577 0.725 0.000
O -5.046 3.072 0.276 -0.001
C -2.732 2.911 0.715 -0.024
C -1.743 2.911 1.692 0.028
Cl -1.819 3.665 3.232 0.002
N -0.731 2.074 1.294 -0.005
N -1.077 1.533 0.101 -0.105
C -2.253 2.019 -0.268 0.081
C -2.764 1.513 -1.617 0.000
O -3.547 2.183 -2.254 0.021
O -2.211 0.408 -1.932 -0.030
C 0.541 1.788 1.857 -0.003
C 1.168 2.702 2.706 -0.001
C 2.405 2.408 3.255 0.000
C 3.045 1.223 2.952 0.001
C 2.447 0.338 2.072 0.015
C 1.206 0.608 1.524 0.038
H -3.260 5.035 1.689 0.000
H 0.714 3.645 2.929 0.000
H 2.869 3.124 3.915 0.000
H 4.009 0.998 3.381 0.000
H 2.947 -0.579 1.799 0.000
H 0.825 -0.111 0.801 -0.059
Cl -1.742 -7.640 3.121 0.000
C -1.580 -6.129 2.287 0.003
C -2.113 -4.982 2.857 -0.001
C -1.979 -3.779 2.191 0.002
C -1.317 -3.728 0.967 -0.010
C -0.794 -4.890 0.407 0.003
C -0.923 -6.097 1.066 -0.001
C -1.168 -2.430 0.264 0.014
O -0.550 -2.382 -0.834 0.019
O -1.639 -1.381 0.766 -0.005
H -2.625 -5.040 3.805 0.000
H -2.386 -2.869 2.605 0.001
H -0.292 -4.833 -0.548 0.002
H -0.526 -7.008 0.646 0.000
C 3.884 1.328 -4.902 -0.002
C 2.788 0.953 -3.959 0.021
C 2.507 -0.374 -3.638 -0.022
C 1.473 -0.664 -2.768 0.026
N 0.716 0.277 -2.198 -0.052
C 0.969 1.547 -2.513 0.060
C 1.978 1.924 -3.371 -0.001
H 4.524 0.477 -5.122 0.000
H 4.497 2.127 -4.486 0.001
H 3.466 1.691 -5.841 0.002
H 3.083 -1.181 -4.064 -0.001
H 1.224 -1.689 -2.507 -0.012
H 0.318 2.284 -2.057 -0.002
H 2.126 2.969 -3.584 0.000
```

## Properties
E_LUMO (alpha / beta): -0.19 / -0.24 eV
Expectation value of S²: 3.759
Spin multiplicity: 4
Net charge: 0

Record 12
Density functional theory data (ωB97M-V/def2-TZVPD) for one molecule with the formula C13H9Cl2O4P.

XYZ file:
```
29
Properties=species:S:1:pos:R:3:lowdin_charge:R:1
C 6.070 -0.626 -1.041 -0.135
C 4.407 -0.789 -1.033 -0.578
Cl 3.751 -2.411 -1.650 0.545
C 3.506 0.307 -0.557 -0.517
Cl 4.208 1.942 0.082 0.517
C 1.844 0.230 -0.566 -0.139
C 1.089 1.637 -1.063 -0.016
C -0.541 1.821 -1.111 0.017
C -1.439 0.504 -0.629 -0.015
C -0.687 -0.916 -0.165 -0.016
C 0.958 -1.077 -0.127 0.038
C -1.747 -2.127 0.292 -0.191
O -1.532 -3.435 0.025 -0.038
C -3.122 -1.568 1.063 0.015
C -3.801 -0.267 0.675 -0.258
P -5.354 0.436 1.578 0.944
O -5.036 0.116 3.296 -0.367
O -5.167 2.200 1.477 -0.363
C -3.109 0.585 -0.587 -0.220
O -3.824 1.273 -1.482 -0.027
H 6.442 0.237 -0.327 0.065
H 6.324 -0.248 -2.144 0.101
H 6.630 -1.619 -0.779 0.083
H 1.761 2.569 -1.376 0.090
H -1.080 2.808 -1.455 0.108
H 1.464 -2.081 0.206 0.098
H -3.610 -2.130 1.975 0.120
H -4.016 0.139 3.356 0.064
H -4.392 2.491 2.067 0.073
```

## Properties
E_LUMO: -2.10 eV
SMILES: C/C(Cl)=C(\Cl)c1ccc2c(c1)C(=O)C=C(P(O)O)C2=O
Net charge: 0